Formula: C32H48ClIN4O4P
Source: OMol25
Level of theory: ωB97M-V/def2-TZVPD

```
! wB97M-V def2-TZVPD RIJCOSX def2/J DEFGRID3
* xyz 1 1
C -1.5784 2.8081 -2.3604
C -0.9034 2.1808 -1.5687
C 0.0539 1.3822 -0.6306
P 0.7132 2.8933 0.3796
O -0.5641 4.0061 0.3454
Cl 0.9593 2.4771 2.4010
N -0.8847 0.3953 0.0058
O -1.5055 1.1031 1.0467
C -2.8577 1.1397 0.9448
N -3.9605 1.4684 0.7980
C -0.1073 -0.8678 0.3760
N -1.1489 -1.8672 0.3517
C -0.8680 -3.2570 -0.0162
C -1.9259 -1.9682 1.6193
C -3.4792 -2.1342 1.3961
O -1.4283 -1.9766 2.7146
C 1.1878 -0.7765 -0.5503
C 1.8004 -2.0786 -1.2017
C 2.7727 -2.0938 -2.2256
C 2.3420 -0.6030 0.5849
C 2.6599 -1.9276 1.3788
C 3.1193 -1.5230 2.8456
C 1.8972 -1.5067 3.8575
C 2.3329 -0.7946 5.2075
C 1.0734 -0.2685 6.0112
C 0.8587 1.3047 5.8308
C 1.5994 2.1702 6.9328
C 2.8197 2.9098 6.2473
C 1.1018 0.5093 -1.5461
C 0.5411 0.1406 -2.9812
C -0.6993 -0.8347 -2.9974
C -2.0903 -0.2035 -3.4130
I -0.3280 -2.3712 -4.5521
C 2.2867 1.5212 -1.6052
C 3.4461 1.0592 -2.6922
C 4.7624 0.4088 -2.0088
O 4.6656 1.8415 -2.6335
H -1.9417 3.4230 -3.2043
H -0.8805 4.0967 1.2711
H -1.6633 0.1776 -0.6422
H 0.2420 -0.6669 1.4329
H -1.7659 -3.9208 0.0989
H -0.5156 -3.4039 -1.0728
H -0.0840 -3.7032 0.6646
H -3.7712 -3.2175 1.4314
H -3.7915 -1.7441 0.3871
H -4.0186 -1.5187 2.1533
H 1.5677 -3.1030 -0.8062
H 3.8325 -2.2604 -1.8935
H 2.5458 -2.0340 -3.3159
H 2.1778 0.2864 1.2396
H 3.2641 -0.3793 -0.0213
H 3.5179 -2.4600 0.8868
H 1.8017 -2.6377 1.4684
H 3.5789 -0.5045 2.8821
H 3.8601 -2.2674 3.2416
H 1.0177 -0.9400 3.4432
H 1.5953 -2.5512 4.1147
H 2.9035 -1.4817 5.8778
H 2.9580 0.1037 4.9392
H 0.1198 -0.7458 5.6453
H 1.1421 -0.4694 7.1119
H -0.2287 1.5640 5.7935
H 1.3319 1.5564 4.8471
H 1.9357 1.5648 7.8144
H 0.8896 2.9877 7.2369
H 3.3841 3.5302 6.9889
H 2.4633 3.5708 5.4114
H 3.5393 2.1834 5.7736
H 0.3444 1.0620 -3.5985
H 1.3182 -0.3980 -3.5853
H -0.8662 -1.4496 -2.0872
H -2.5538 0.2512 -2.4883
H -2.7769 -1.0509 -3.6786
H -2.0273 0.5757 -4.2043
H 2.0210 2.5059 -2.0756
H 2.9402 1.6078 -0.7115
H 3.1167 0.6363 -3.7007
H 5.5796 0.0932 -2.7020
H 4.9492 0.7635 -0.9701
N -5.1468 -0.1475 -4.9493
C -6.1013 0.7899 -4.9939
C -6.5383 1.3931 -6.1627
C -5.9523 1.0089 -7.3579
C -4.9600 0.0421 -7.3394
C -4.5988 -0.5012 -6.1174
H -6.5292 1.0605 -4.0343
H -7.3169 2.1440 -6.1372
H -6.2651 1.4578 -8.2931
H -4.4778 -0.2831 -8.2518
H -3.8304 -1.2632 -6.0528
*
```

electronic energy: -2866.5987 a.u.
Kohn-Sham gap: 0.26845 Ha

How is the electron density shared among the atoms? According to Löwdin, the charges in e are: C 0.170; C -0.138; C -0.383; P 0.739; O -0.328; Cl 0.326; N 0.002; O -0.008; C -0.237; N 0.249; C -0.139; N -0.081; C -0.047; C -0.425; C 0.005; O 0.136; C -0.198; C -0.123; C 0.007; C -0.136; C -0.168; C -0.185; C -0.200; C -0.192; C -0.193; C -0.229; C -0.235; C -0.129; C -0.251; C -0.190; C -0.667; C -0.193; I 0.854; C -0.129; C -0.220; C -0.016; O -0.138; H 0.094; H 0.053; H 0.159; H 0.147; H 0.116; H 0.088; H 0.107; H 0.099; H 0.085; H 0.093; H 0.107; H 0.085; H 0.038; H 0.078; H 0.098; H 0.123; H 0.102; H 0.107; H 0.121; H 0.087; H 0.122; H 0.115; H 0.092; H 0.103; H 0.104; H 0.103; H 0.018; H 0.107; H 0.103; H 0.072; H 0.066; H 0.065; H 0.136; H 0.034; H 0.039; H 0.057; H 0.046; H 0.087; H 0.130; H 0.095; H 0.144; H 0.120; H 0.108; N 0.046; C -0.153; C -0.070; C -0.074; C -0.068; C -0.163; H 0.102; H 0.105; H 0.110; H 0.105; H 0.092

***

Formula: C32H48ClN2O6PTl
Source: OMol25
Level of theory: ωB97M-V/def2-TZVPD

```
! wB97M-V def2-TZVPD RIJCOSX def2/J DEFGRID3
* xyz -1 1
Tl -1.5224 1.2504 2.2879
Cl -3.1867 -0.2548 1.0156
P -0.4347 0.2975 -1.4212
C -1.8420 3.1761 1.8221
H -1.1484 3.9674 2.1999
H -2.6671 3.5070 1.1509
C 1.0091 -0.6120 -2.2164
C -0.3627 2.0862 -1.9925
C 2.3345 -0.0214 -1.7166
H 0.9021 -1.6112 -1.7504
C 3.5213 -0.9046 -2.1121
H 2.4810 0.9914 -2.1216
H 2.3045 0.0721 -0.6155
C 3.5430 -1.2263 -3.6093
H 4.4497 -0.4031 -1.8157
H 3.4582 -1.8366 -1.5346
C 2.1901 -1.7210 -4.1335
H 3.8398 -0.3268 -4.1647
H 4.3077 -1.9859 -3.8067
C 1.0235 -0.8077 -3.7331
H 2.2206 -1.8145 -5.2261
H 1.9947 -2.7232 -3.7286
H 1.1361 0.1620 -4.2355
H 0.0800 -1.2439 -4.0860
C -1.9857 -0.3976 -2.2225
C 0.3426 2.3752 -3.3146
H -1.4262 2.3677 -2.0997
C 0.2825 3.8745 -3.6209
H 1.3942 2.0644 -3.2541
H -0.1200 1.8157 -4.1411
C 0.9578 4.6933 -2.5193
H 0.7618 4.0707 -4.5874
H -0.7703 4.1726 -3.7088
C 0.3923 4.3987 -1.1299
H 2.0342 4.4776 -2.5185
H 0.8488 5.7616 -2.7331
C 0.2089 2.9067 -0.8262
H 1.0491 4.8168 -0.3575
H -0.5853 4.8857 -1.0151
H 1.1672 2.4905 -0.4765
H -0.4673 2.8327 0.0451
C -1.9808 -1.9340 -2.1860
H -2.7457 -0.0702 -1.4842
C -3.3308 -2.4954 -2.6516
H -1.1786 -2.3255 -2.8290
H -1.7800 -2.2715 -1.1594
C -3.7706 -1.9360 -4.0093
H -3.2771 -3.5892 -2.6935
H -4.0812 -2.2328 -1.8937
C -3.7003 -0.4067 -4.0650
H -3.1363 -2.3585 -4.7997
H -4.7963 -2.2592 -4.2208
C -2.3472 0.1497 -3.6038
H -3.9121 -0.0532 -5.0810
H -4.4758 0.0082 -3.4071
H -1.5687 -0.1279 -4.3312
H -2.3965 1.2469 -3.5916
C -0.2699 -2.2535 2.2426
C -0.7679 -1.5159 3.1941
H 0.5237 -1.8607 1.5942
C -1.9823 -1.8795 4.0062
H -0.2544 -0.6049 3.5314
C -2.2202 -3.4024 4.0052
H -1.8791 -1.5092 5.0365
H -2.8685 -1.3788 3.5768
C -2.0774 -3.9606 2.5866
H -1.4697 -3.8707 4.6565
H -3.2126 -3.6365 4.4091
C -0.6761 -3.6782 2.0090
H -2.2731 -5.0374 2.5802
H -2.8226 -3.4745 1.9434
H 0.0528 -4.3452 2.5032
H -0.6345 -3.9203 0.9380
O 1.8575 2.2791 1.5892
C 1.9533 1.0844 1.9644
O 1.8169 0.0222 1.2857
C 2.1983 0.8716 3.4585
C 2.0602 1.9423 4.3581
C 2.0674 1.7092 5.7534
C 2.2224 0.4144 6.2656
C 2.3679 -0.6466 5.3603
C 2.4313 -0.4161 3.9706
N 2.2311 -2.0044 5.8256
O 2.1463 -2.2172 7.0512
O 2.1863 -2.9160 4.9671
N 1.8451 2.8023 6.6648
O 1.6619 3.9465 6.1996
O 1.8404 2.5575 7.8905
H 1.9277 2.9537 3.9816
H 2.1940 0.2306 7.3355
H 2.5852 -1.2537 3.2960
*
```

electronic energy: -2782.9276 a.u.
Kohn-Sham gap (alpha / beta): 0.22216 / 0.21803 Ha

How is the electron density shared among the atoms? According to Löwdin, the charges in e are: Tl 0.746; Cl -0.098; P 1.126; C -0.287; H -0.016; H -0.017; C -0.435; C -0.433; C -0.219; H 0.110; C -0.199; H 0.101; H 0.076; C -0.213; H 0.107; H 0.113; C -0.204; H 0.108; H 0.099; C -0.216; H 0.102; H 0.111; H 0.094; H 0.082; C -0.482; C -0.221; H 0.108; C -0.204; H 0.094; H 0.095; C -0.210; H 0.103; H 0.111; C -0.193; H 0.112; H 0.100; C -0.244; H 0.112; H 0.107; H 0.088; H 0.035; C -0.223; H 0.028; C -0.202; H 0.099; H 0.096; C -0.211; H 0.104; H 0.111; C -0.205; H 0.108; H 0.101; C -0.216; H 0.102; H 0.114; H 0.096; H 0.098; C -0.114; C -0.252; H 0.099; C -0.221; H 0.023; C -0.198; H 0.108; H 0.063; C -0.203; H 0.112; H 0.104; C -0.179; H 0.100; H 0.104; H 0.116; H 0.102; O -0.039; C -0.650; O -0.074; C -0.097; C 0.087; C -0.128; C 0.086; C -0.128; C 0.077; N -0.315; O 0.049; O 0.055; N -0.321; O 0.058; O 0.046; H 0.128; H 0.126; H 0.129

***

Formula: C32H48InP2
Source: OMol25
Level of theory: ωB97M-V/def2-TZVPD

```
! wB97M-V def2-TZVPD RIJCOSX def2/J DEFGRID3
* xyz 1 1
In 0.6718 -0.3602 -1.0086
C -0.1666 -3.3724 2.6957
C 1.2094 -3.5455 2.3777
C 1.0447 -1.7856 3.8383
C -0.2709 -2.2761 3.5853
C 1.9550 -2.5528 3.0671
C -1.2921 -4.1904 2.1864
H -1.0206 -4.6681 1.2341
H -2.1790 -3.5574 2.0335
H -1.5615 -4.9774 2.9130
C -1.5388 -1.6569 4.0065
H -2.3960 -2.3314 3.9060
H -1.7153 -0.7855 3.3575
H -1.4875 -1.3269 5.0514
C 1.3836 -0.5967 4.6383
H 0.8215 -0.5709 5.5858
H 1.1274 0.3043 4.0576
H 2.4552 -0.5586 4.8631
C 3.4223 -2.3404 3.0093
H 3.9405 -2.9836 3.7393
H 3.6688 -1.2942 3.2372
H 3.8012 -2.5822 2.0076
C 1.7895 -4.5840 1.4982
H 2.1786 -5.4198 2.0986
H 2.6209 -4.1810 0.9003
H 1.0293 -4.9823 0.8163
C -1.1713 0.4726 -4.9811
C -1.6424 -0.7582 -4.7321
C -0.8483 -1.9995 -4.8800
C 0.6403 -1.8850 -4.4825
C 1.0476 -0.8648 -3.4664
C 1.3420 0.4294 -3.7619
C 1.2414 1.1334 -5.0819
C -0.0109 0.7757 -5.8766
H -0.8778 -2.3769 -5.9306
H 1.2355 -1.7592 -5.4121
H -1.2957 -2.8061 -4.2679
H 0.1932 -0.0558 -6.5696
H -1.7492 1.3469 -4.6746
H -2.7329 -0.9192 -4.7318
H -0.2639 1.6495 -6.5081
H 1.2604 2.2326 -4.9044
H 1.8700 1.0491 -3.0315
H 2.1382 0.8905 -5.6805
H 0.9569 -2.8335 -4.0312
H 1.4807 -1.4231 -2.6146
P -2.3631 0.8518 -0.8951
P 1.6997 2.1393 -0.7830
C -1.1552 1.9793 -1.9129
C -0.0517 2.8737 -1.2494
H -1.8503 2.6457 -2.4539
H -0.6793 1.3188 -2.6673
H 0.2599 3.6567 -1.9630
H -0.4039 3.3551 -0.3269
C 2.1869 2.8557 0.8081
H 3.2054 2.4989 1.0156
H 1.5155 2.5240 1.6051
H 2.2004 3.9533 0.7371
C 3.4200 2.0689 -1.5034
H 3.6502 2.9791 -2.0655
H 3.6229 1.1740 -2.1315
H 4.1240 1.9847 -0.6584
C -4.0028 1.4201 -1.4214
H -4.7058 0.5755 -1.3853
H -3.9284 1.8473 -2.4231
H -4.2993 2.1948 -0.7113
C -2.4834 -0.8021 -1.7591
H -3.0692 -1.4770 -1.1218
H -1.5502 -1.3432 -1.9733
H -3.0221 -0.6966 -2.6970
C 0.1163 0.4441 0.9058
C -0.3453 1.0927 1.8684
C -0.8090 1.9484 2.9100
C -1.1039 3.3066 2.6232
C -1.5076 4.1786 3.6410
C -1.6264 3.7320 4.9745
C -1.3959 2.3724 5.2542
C -0.9914 1.5145 4.2347
H -1.0173 3.6329 1.5775
H -1.7401 5.2157 3.3661
H -1.8732 4.4329 5.7841
H -1.5244 1.9558 6.2599
H -0.8074 0.4730 4.4615
*
```

electronic energy: -2120.3642 a.u.
Kohn-Sham gap (alpha / beta): 0.11531 / 0.11275 Ha
ΔE to the lowest compared entry with this formula, charge and spin: 0.000 eV

How is the electron density shared among the atoms? According to Löwdin, the charges in e are: In 0.623; C -0.132; C -0.123; C -0.132; C -0.127; C -0.138; C -0.003; H 0.084; H 0.092; H 0.114; C -0.007; H 0.094; H 0.094; H 0.100; C -0.006; H 0.107; H 0.085; H 0.089; C -0.004; H 0.112; H 0.087; H 0.087; C -0.004; H 0.114; H 0.092; H 0.082; C -0.128; C -0.148; C -0.183; C -0.174; C -0.265; C -0.178; C -0.172; C -0.177; H 0.130; H 0.125; H 0.115; H 0.117; H 0.106; H 0.118; H 0.125; H 0.120; H 0.015; H 0.130; H 0.110; H -0.037; P 0.878; P 0.862; C -0.388; C -0.317; H 0.074; H 0.012; H 0.072; H 0.050; C -0.255; H 0.043; H 0.015; H 0.062; C -0.264; H 0.045; H 0.040; H 0.044; C -0.314; H 0.049; H 0.035; H 0.032; C -0.319; H 0.046; H -0.029; H 0.011; C -0.291; C -0.200; C -0.256; C -0.032; C -0.072; C -0.073; C -0.065; C -0.079; H 0.094; H 0.109; H 0.108; H 0.111; H 0.035